# 1
{
  "formula": "C5H14N2",
  "method": "ωB97M-V with the def2-TZVPD basis set",
  "symbols": ["N", "C", "C", "C", "N", "C", "C", "H", "H", "H", "H", "H", "H", "H", "H", "H", "H", "H", "H", "H", "H"],
  "xyz": [[-3.424, 0.158, 1.012], [-2.413, -0.753, 0.508], [-2.383, -0.652, -0.994], [-0.996, -0.318, 1.025], [0.072, -0.887, 0.469], [3.202, 1.324, -0.463], [3.778, -0.065, -0.686], [-4.013, -0.134, 1.754], [-3.236, 1.144, 1.123], [-2.711, -1.766, 0.797], [-1.726, -1.362, -1.495], [-2.009, 0.380, -1.164], [-3.317, -0.532, -1.546], [-1.023, 0.789, 1.133], [-0.818, -0.803, 2.021], [3.988, 2.042, -0.237], [2.595, 1.593, -1.325], [2.557, 1.212, 0.411], [3.069, -0.788, -1.093], [4.576, -0.063, -1.444], [4.230, -0.519, 0.195]],
  "orbital_gap_ev": 7.29,
  "e_above_lowest_kcal_mol": 122.34,
  "homo_energy_ev": -8.36
}

# 2
{
  "formula": "H18O9",
  "method": "ωB97M-V with the def2-TZVPD basis set",
  "symbols": ["O", "H", "H", "O", "H", "H", "O", "H", "H", "O", "H", "H", "O", "H", "H", "O", "H", "H", "O", "H", "H", "O", "H", "H", "O", "H", "H"],
  "xyz": [[-0.986, 2.086, -3.744], [-0.345, 1.685, -3.170], [-1.440, 1.313, -4.016], [-0.208, -2.263, 2.610], [-0.148, -2.789, 3.400], [-0.725, -1.519, 2.845], [-1.329, 2.220, 1.850], [-1.169, 2.858, 2.510], [-0.494, 2.183, 1.337], [0.492, 2.675, -0.240], [0.205, 1.789, -0.235], [1.435, 2.532, -0.397], [-0.069, -0.032, -0.292], [-0.328, -0.482, -1.113], [-0.686, -0.393, 0.363], [-0.658, -0.769, -3.082], [-0.392, -1.681, -3.080], [-0.172, -0.238, -3.672], [-0.900, 0.192, 3.367], [0.045, 0.137, 3.535], [-1.037, 0.949, 2.826], [0.647, -3.003, -0.148], [-0.021, -2.824, 0.461], [1.000, -3.789, 0.148], [2.547, -0.544, -0.535], [3.109, 0.091, -0.912], [1.627, -0.382, -0.617]],
  "orbital_gap_ev": 11.20,
  "e_above_lowest_kcal_mol": 61.77,
  "smiles": "O.O.O.O.O.O.O.O.O",
  "homo_energy_ev": -10.95
}

# 3
{
  "formula": "C44H35N11O3RuS",
  "method": "ωB97M-V with the def2-TZVPD basis set",
  "symbols": ["Ru", "S", "C", "N", "N", "C", "C", "C", "C", "C", "C", "N", "N", "C", "C", "C", "C", "C", "C", "H", "H", "H", "H", "H", "H", "H", "H", "H", "H", "H", "O", "C", "O", "C", "C", "C", "C", "C", "N", "H", "H", "H", "H", "C", "O", "C", "C", "C", "C", "C", "C", "C", "N", "C", "C", "N", "C", "C", "C", "C", "N", "C", "C", "N", "C", "C", "C", "C", "H", "H", "H", "H", "H", "H", "H", "H", "H", "H", "H", "H", "H", "H", "N", "C", "C", "C", "N", "C", "C", "H", "H", "H", "H", "H", "H"],
  "xyz": [[0.482, -1.222, 1.425], [0.851, -2.224, 3.792], [-0.750, -1.901, 4.236], [-1.042, -2.008, 5.585], [-2.298, -2.255, 5.901], [-3.211, -3.091, 5.233], [-2.783, -4.101, 4.375], [-3.729, -4.883, 3.733], [-5.086, -4.681, 3.948], [-5.500, -3.692, 4.830], [-4.568, -2.895, 5.472], [-1.736, -1.522, 3.427], [-1.460, -1.411, 2.130], [-2.617, -1.434, 1.322], [-2.512, -1.198, -0.051], [-3.632, -1.264, -0.863], [-4.873, -1.570, -0.323], [-4.979, -1.820, 1.039], [-3.870, -1.760, 1.863], [-2.514, -2.034, 6.860], [-1.726, -4.284, 4.229], [-3.401, -5.674, 3.073], [-5.815, -5.299, 3.443], [-6.555, -3.536, 5.016], [-4.890, -2.108, 6.144], [-1.555, -0.976, -0.493], [-3.529, -1.079, -1.924], [-5.747, -1.621, -0.957], [-5.939, -2.073, 1.469], [-3.961, -1.963, 2.917], [4.206, 0.116, 0.409], [3.259, -0.138, 1.120], [2.401, -1.097, 0.885], [2.971, 0.687, 2.359], [3.936, 1.539, 2.877], [3.659, 2.195, 4.063], [2.435, 1.979, 4.682], [1.528, 1.122, 4.081], [1.790, 0.497, 2.937], [4.874, 1.646, 2.351], [4.390, 2.856, 4.510], [2.186, 2.459, 5.618], [0.565, 0.917, 4.536], [2.877, 8.866, -7.760], [2.803, 7.478, -8.041], [2.476, 6.644, -7.034], [2.431, 5.285, -7.362], [2.106, 4.353, -6.405], [1.815, 4.750, -5.095], [1.868, 6.101, -4.780], [2.193, 7.052, -5.735], [1.487, 3.727, -4.105], [1.604, 2.431, -4.292], [1.210, 1.860, -3.116], [0.839, 2.822, -2.198], [1.014, 4.018, -2.851], [0.365, 2.511, -0.891], [-0.126, 3.440, 0.038], [-0.592, 3.000, 1.254], [-0.498, 1.643, 1.557], [0.004, 0.758, 0.710], [0.373, 1.149, -0.530], [0.713, 0.123, -1.499], [0.556, -1.157, -1.114], [0.799, -2.114, -1.980], [1.222, -1.864, -3.292], [1.389, -0.565, -3.703], [1.122, 0.469, -2.794], [3.157, 9.344, -8.693], [3.638, 9.073, -7.004], [1.911, 9.253, -7.428], [2.657, 4.991, -8.377], [2.074, 3.301, -6.653], [1.674, 6.448, -3.772], [2.231, 8.095, -5.455], [0.838, 4.940, -2.493], [-0.165, 4.493, -0.210], [-1.016, 3.681, 1.978], [-0.822, 1.259, 2.516], [0.661, -3.130, -1.629], [1.408, -2.692, -3.961], [1.708, -0.316, -4.705], [1.036, -7.476, 0.498], [0.899, -6.143, 0.656], [2.002, -5.279, 0.589], [1.816, -3.930, 0.751], [0.615, -3.374, 0.980], [-0.446, -4.194, 1.042], [-0.356, -5.554, 0.881], [1.942, -7.892, 0.390], [0.249, -8.092, 0.593], [2.997, -5.662, 0.409], [2.646, -3.239, 0.696], [-1.408, -3.731, 1.220], [-1.253, -6.156, 0.920]],
  "s_squared": 8.791,
  "charge": 1,
  "orbital_gap_ev": [6.50, 6.02],
  "e_above_lowest_kcal_mol": 2.18,
  "multiplicity": 6,
  "homo_energy_ev": [-9.30, -9.83]
}

# 4
{
  "formula": "C9H12BClO4",
  "method": "ωB97M-V with the def2-TZVPD basis set",
  "symbols": ["C", "C", "B", "O", "C", "C", "C", "Cl", "C", "C", "C", "O", "O", "C", "O", "H", "H", "H", "H", "H", "H", "H", "H", "H", "H", "H", "H"],
  "xyz": [[-0.267, -2.715, 1.295], [1.200, -1.922, 1.308], [1.087, -0.348, 1.770], [1.000, -0.071, 3.247], [1.078, 0.970, 0.787], [0.021, 1.551, -0.086], [-1.487, 0.958, -0.333], [-2.429, 0.530, 1.204], [-1.348, -0.285, -1.399], [-1.086, 0.201, -2.950], [0.580, 2.926, -0.856], [0.105, 3.543, -1.941], [1.715, 3.256, 0.044], [2.321, 2.015, 0.554], [3.597, 1.714, 0.813], [-0.127, -3.828, 0.948], [-1.075, -2.176, 0.634], [-0.730, -2.754, 2.395], [1.833, -2.482, 2.151], [1.808, -2.074, 0.310], [0.042, 0.200, 3.383], [-2.109, 1.822, -0.875], [-2.286, -0.980, -1.315], [-0.394, -0.910, -1.048], [-1.186, 1.365, -3.113], [-1.862, -0.371, -3.619], [-0.001, -0.134, -3.304]],
  "orbital_gap_ev": 8.85,
  "smiles": "CCB(O)C1=C([C@H](Cl)CC)C(=O)OC1=O",
  "homo_energy_ev": -10.51
}

# 5
{
  "formula": "C29H43F6N3O5SbSi3Ti",
  "method": "ωB97M-V with the def2-TZVPD basis set",
  "symbols": ["Ti", "O", "C", "O", "C", "C", "C", "C", "C", "N", "C", "O", "O", "H", "H", "H", "H", "H", "C", "N", "C", "C", "C", "C", "C", "N", "C", "C", "C", "C", "C", "C", "H", "H", "H", "H", "H", "H", "H", "H", "H", "H", "H", "C", "O", "Si", "C", "C", "C", "Si", "C", "C", "C", "Si", "C", "C", "C", "H", "H", "H", "H", "H", "H", "H", "H", "H", "H", "H", "H", "H", "H", "H", "H", "H", "H", "H", "H", "H", "H", "H", "H", "H", "H", "H", "F", "Sb", "F", "F", "F", "F", "F"],
  "xyz": [[0.157, -0.074, 0.496], [-2.112, 1.841, 3.595], [-1.214, 1.388, 2.742], [-1.455, 1.119, 1.579], [0.161, 1.228, 3.284], [0.593, 1.484, 4.573], [1.923, 1.222, 4.874], [2.776, 0.744, 3.887], [2.255, 0.547, 2.620], [0.978, 0.778, 2.344], [2.971, 0.142, 1.370], [4.252, -0.076, 1.347], [2.298, 0.131, 0.350], [-2.974, 1.875, 3.148], [-0.096, 1.857, 5.317], [2.294, 1.389, 5.875], [3.814, 0.526, 4.097], [4.517, -0.672, 2.101], [-2.671, -1.401, -1.533], [-1.935, -1.255, -0.259], [-2.505, -1.831, 0.735], [-1.819, -1.923, 1.973], [-2.164, -2.512, 3.176], [-1.015, -2.424, 3.985], [-0.050, -1.789, 3.223], [-0.529, -1.459, 1.990], [-2.994, -2.828, -1.905], [-4.279, -3.332, -1.736], [-4.574, -4.652, -2.055], [-3.583, -5.483, -2.552], [-2.299, -4.986, -2.739], [-2.012, -3.669, -2.421], [-2.068, -0.954, -2.314], [-3.601, -0.837, -1.480], [-3.472, -2.327, 0.639], [-3.107, -2.979, 3.411], [-0.879, -2.820, 4.978], [0.976, -1.613, 3.501], [-5.060, -2.683, -1.357], [-5.579, -5.028, -1.917], [-3.808, -6.512, -2.799], [-1.522, -5.627, -3.136], [-1.015, -3.281, -2.577], [1.216, -2.179, -1.553], [0.610, -0.903, -1.298], [0.620, 0.501, -2.330], [2.316, 0.415, -3.103], [-0.542, 0.214, -3.771], [0.198, 1.728, -1.050], [-1.383, 2.720, -1.316], [-1.604, 4.098, -0.034], [-1.523, 3.533, -3.016], [-3.032, 1.828, -1.189], [1.562, 2.998, -0.698], [3.369, 2.548, -1.011], [1.497, 4.570, -1.753], [1.535, 3.620, 1.098], [2.256, -2.161, -1.225], [1.171, -2.393, -2.620], [0.672, -2.937, -0.992], [2.347, -0.442, -3.783], [3.108, 0.292, -2.366], [2.533, 1.303, -3.700], [-0.532, -0.835, -4.079], [-1.573, 0.516, -3.593], [-0.177, 0.800, -4.619], [-0.774, 4.790, 0.075], [-1.821, 3.682, 0.950], [-2.480, 4.683, -0.336], [-0.738, 4.240, -3.254], [-2.475, 4.074, -3.042], [-1.558, 2.791, -3.818], [-3.104, 1.155, -0.339], [-3.280, 1.280, -2.099], [-3.790, 2.608, -1.073], [3.599, 2.584, -2.076], [3.723, 1.597, -0.623], [3.957, 3.340, -0.536], [1.620, 4.334, -2.812], [2.358, 5.177, -1.457], [0.610, 5.188, -1.646], [0.569, 3.530, 1.588], [1.804, 4.680, 1.102], [2.280, 3.103, 1.707], [2.264, -2.278, 1.545], [3.616, -3.490, 2.172], [2.825, -4.879, 1.192], [4.657, -2.957, 0.694], [5.011, -4.548, 2.832], [4.344, -1.946, 3.132], [2.565, -3.811, 3.693]],
  "s_squared": 0.754,
  "orbital_gap_ev": [6.44, 6.32],
  "e_above_lowest_kcal_mol": 6.62,
  "multiplicity": 2,
  "homo_energy_ev": [-7.92, -7.94]
}